Entry 1:
The molecule C2H6N2O in a non-equilibrium geometry. Source: the OMol25 dataset; level of theory: wB97M-V/def2-TZVPD.

```
11
Properties=species:S:1:pos:R:3:forces:R:3
N 0.8627 0.4681 -1.1506 0.8 -7.3 0.1
C 0.6552 0.1887 0.3808 2.5 -0.9 -0.5
C -0.4625 -0.6860 0.9699 1.8 -1.8 0.2
N -1.6244 -0.5057 0.4966 -0.2 -1.2 -1.2
O -1.4752 0.2021 -0.8266 -1.8 2.7 3.9
H 1.6597 -0.3637 -1.1708 -1.9 2.9 -1.2
H -0.0364 -0.1575 -1.6438 3.6 2.5 1.7
H 1.7465 0.1507 0.8617 -2.8 -0.1 -0.7
H 0.1422 1.0300 0.6559 -0.1 3.2 1.4
H -0.2524 -1.4676 1.8538 -0.9 2.2 -1.8
H -1.2155 1.1409 -0.4270 -0.9 -2.3 -2.0
```
Forces are in eV/Å.

The HOMO energy is -9.636 eV. Its orbital gap is 10.11 eV. The value obtained for the energy relative to the best compared isomer or geometry (same formula, charge and spin) is 6.269 eV. As for the LUMO energy: 0.47 eV.

---

Entry 2:
The molecule C3H5NO2 in a non-equilibrium geometry. Source: the OMol25 dataset; level of theory: wB97M-V/def2-TZVPD.

```
11
Properties=species:S:1:pos:R:3:forces:R:3
C 0.1521 -0.1497 -0.2194 0.4 3.8 1.0
C -1.0424 1.6273 0.1280 4.0 -3.7 -1.2
C 1.4655 -0.8161 -0.0388 0.4 -2.1 -2.4
N -1.0436 -0.5669 -0.0449 0.2 -1.5 0.4
O -1.4870 -1.7020 0.0748 -0.2 0.1 -0.1
O -1.8846 0.5052 0.0847 -2.5 1.5 0.1
H -0.8127 2.0910 1.0822 -0.4 -0.2 0.0
H -0.7709 2.1228 -0.8051 -0.9 0.1 0.2
H 1.6837 -1.5423 -1.0252 -0.5 1.9 2.4
H 1.4795 -1.5448 0.8325 0.1 1.2 -0.8
H 2.2604 -0.0245 -0.0688 -0.7 -1.0 0.4
```
Forces are in eV/Å.

The HOMO energy (spin up / spin down) is -8.873 / -8.872 eV. Its orbital gap (spin up / spin down) is 8.43 / 8.43 eV. The value obtained for the energy relative to the best compared isomer or geometry (same formula, charge and spin) is 7.992 eV. As for the LUMO energy (spin up / spin down): -0.44 / -0.44 eV.

---

Entry 3:
A cluster of 3 separate species, C4H16NO2 in total in a non-equilibrium geometry. Source: the OMol25 dataset; level of theory: wB97M-V/def2-TZVPD.

```
23
Properties=species:S:1:pos:R:3:forces:R:3
C 2.0220 -0.2290 2.0390 1.5 -0.6 -1.6
C 1.0049 0.2745 1.0551 -1.9 -1.6 -0.1
N 0.9563 -0.6723 -0.1848 0.3 1.4 0.7
C 2.0826 -0.6645 -1.1646 -1.4 -0.1 -2.7
C -0.4344 0.0830 1.6829 -0.3 0.2 2.9
H 1.8575 -1.2689 2.2440 -0.8 -0.7 0.4
H 1.8668 0.3054 2.9536 0.8 0.4 0.5
H 3.0561 -0.3502 1.5866 -0.9 1.2 0.9
H 1.1587 1.2627 0.6009 0.0 -0.2 0.5
H 0.9344 -1.6178 0.1039 -0.7 -1.1 1.0
H 0.0415 -0.3884 -0.6117 1.1 -0.5 -0.6
H 3.1011 -0.4934 -0.8180 -0.4 -0.3 0.6
H 1.9650 -1.6154 -1.8073 0.5 1.4 1.3
H 1.7988 0.1373 -1.8636 0.5 -0.1 0.2
H -0.8292 -0.9925 1.8294 1.1 1.6 -0.3
H -1.2159 0.6443 1.2808 -1.2 0.6 -2.4
H -0.6883 0.6791 2.6827 1.8 -1.7 -1.2
H -1.7247 0.2515 -1.8427 2.5 1.1 -0.4
H -0.7481 1.0852 -2.7530 0.0 0.6 -0.8
O -0.7347 0.5463 -1.9777 -2.9 -1.6 1.4
H -4.0739 0.4680 0.0304 1.3 0.1 1.1
H -4.7895 0.4949 -1.0927 1.3 0.4 -1.4
O -3.8222 0.6188 -0.8853 -2.4 -0.5 0.3
```
Forces are in eV/Å.

The HOMO energy is -15.073 eV. The charge is +1. Its orbital gap is 12.39 eV. The value obtained for the energy relative to the best compared isomer or geometry (same formula, charge and spin) is 2.146 eV. As for the LUMO energy: -2.69 eV.

---

Entry 4:
The ion C11H17IN3 with charge +1 in a non-equilibrium geometry. Source: the OMol25 dataset; level of theory: wB97M-V/def2-TZVPD.

```
32
Properties=species:S:1:pos:R:3:forces:R:3
C 0.3070 -2.3440 0.8375 -0.1 -0.4 -0.1
N -0.1903 -1.0406 0.4351 0.6 1.1 0.9
C -0.0411 -0.6485 -0.9344 -0.1 -0.2 -0.6
C 1.3813 -0.1908 -1.1664 -0.3 0.0 0.2
C 1.6524 0.9251 -0.1314 0.0 0.0 -0.5
C 1.1646 0.5568 1.2136 -1.0 -0.9 -0.3
N 0.3343 1.3345 1.9174 0.2 0.3 -0.1
C -0.4589 2.3903 1.5188 -0.6 0.6 0.4
C -1.1376 2.8062 2.6265 -0.1 0.3 -0.6
I -2.5172 4.3535 2.7759 0.4 -0.4 -0.1
C -0.7041 1.9372 3.6806 0.0 0.2 -0.6
N 0.1509 1.0735 3.2359 0.5 -0.9 1.0
C -1.1619 0.1166 -1.5740 -0.1 -0.1 0.2
C -0.9050 -1.3047 -1.9958 0.2 0.0 0.2
C -0.3987 -1.6665 -3.3668 -0.2 0.1 0.0
H 0.2379 -2.4410 1.9186 0.1 0.0 0.0
H -0.2744 -3.1500 0.3815 0.0 0.0 0.0
H 1.3442 -2.4559 0.5276 0.0 0.0 0.1
H -1.1117 -0.8521 0.8187 0.1 0.0 -0.1
H 1.5116 0.2132 -2.1664 0.1 -0.1 0.0
H 2.0816 -1.0138 -1.0323 0.1 0.0 0.0
H 2.7326 1.0788 -0.0767 0.0 0.1 0.2
H 1.1919 1.8484 -0.4783 0.0 0.0 0.1
H 1.7083 -0.1587 1.8178 0.0 0.1 0.1
H -0.4868 2.7561 0.5139 0.0 0.1 -0.2
H -1.0054 1.9596 4.7090 0.0 -0.1 0.2
H -0.8993 0.9093 -2.2553 0.1 0.1 -0.2
H -2.0447 0.3234 -0.9859 -0.1 0.0 0.0
H -1.6150 -2.0237 -1.6024 0.0 0.1 0.1
H 0.5409 -1.1787 -3.6051 0.1 0.1 -0.1
H -1.1348 -1.3718 -4.1139 0.0 -0.1 -0.1
H -0.2527 -2.7415 -3.4432 0.1 0.0 0.0
```
Forces are in eV/Å.

The HOMO energy is -12.283 eV. The charge is +1. Its orbital gap is 7.87 eV. The value obtained for the energy relative to the best compared isomer or geometry (same formula, charge and spin) is 0.000 eV. As for the LUMO energy: -4.41 eV.

---

Entry 5:
The molecule C15H13BrN2O2. Source: the OMol25 dataset; level of theory: wB97M-V/def2-TZVPD.

```
33
Properties=species:S:1:pos:R:3:forces:R:3
C -5.5842 -2.5537 0.4383 0.0 -0.1 0.0
C -4.5143 -1.5540 0.1303 0.1 0.1 0.1
C -4.1182 -1.3314 -1.1852 0.0 0.1 0.1
C -3.1210 -0.4243 -1.4787 0.1 0.1 0.0
C -2.5061 0.3005 -0.4608 -0.2 -0.3 0.1
C -1.4249 1.2475 -0.8287 0.0 0.3 -0.1
O -0.6472 1.0712 -1.7392 0.0 -0.1 -0.2
N -1.3770 2.3729 -0.0465 0.1 0.5 0.2
N -0.3433 3.2911 -0.1499 -0.7 0.3 -0.1
C 0.9764 2.9218 -0.0514 0.0 -0.2 0.2
O 1.8580 3.6580 -0.4223 0.1 0.0 -0.1
C 1.1998 1.5899 0.5855 0.2 -0.2 0.2
C 0.6337 1.2673 1.8139 0.1 0.1 -0.1
C 0.8414 0.0143 2.3634 0.0 0.0 0.0
C 1.6028 -0.9261 1.6916 0.1 0.0 -0.1
C 2.1718 -0.5865 0.4754 0.1 -0.1 -0.1
Br 3.2284 -1.8716 -0.4423 -0.1 0.1 0.1
C 1.9889 0.6645 -0.0839 0.0 0.0 0.1
C -2.8856 0.0713 0.8581 0.1 0.1 -0.2
C -3.8771 -0.8488 1.1442 -0.1 -0.1 0.0
H -6.4326 -2.4252 -0.2309 -0.1 0.0 0.0
H -5.2004 -3.5639 0.2967 0.0 -0.1 0.0
H -5.9265 -2.4581 1.4655 -0.1 0.0 0.0
H -4.5953 -1.8812 -1.9832 -0.1 0.0 -0.1
H -2.8036 -0.2583 -2.4968 0.0 0.0 -0.1
H -2.0271 2.5038 0.7161 0.2 0.0 -0.2
H -0.5157 4.0999 -0.7421 0.0 -0.3 0.1
H 0.0513 2.0039 2.3482 -0.1 0.1 0.0
H 0.4065 -0.2372 3.3191 0.0 0.0 0.1
H 1.7584 -1.9092 2.1083 0.0 -0.1 0.0
H 2.4286 0.9238 -1.0340 0.0 0.0 -0.1
H -2.3852 0.5790 1.6706 0.1 0.0 0.1
H -4.1585 -1.0245 2.1726 0.0 0.0 0.1
```
Forces are in eV/Å.

The HOMO energy is -9.177 eV. Its orbital gap is 9.70 eV. The value obtained for the energy relative to the best compared isomer or geometry (same formula, charge and spin) is 0.000 eV. As for the LUMO energy: 0.53 eV.

---

Entry 6:
A structure of composition C7H8Br2 in a non-equilibrium geometry. Source: the OMol25 dataset; level of theory: wB97M-V/def2-TZVPD.

```
17
Properties=species:S:1:pos:R:3:forces:R:3
C -0.5102 0.1917 -1.4958 2.9 -1.3 0.4
C 0.5990 -0.4950 -1.8727 -1.4 1.2 -1.5
C -0.8918 0.6101 -0.1878 -1.4 -0.6 1.5
C 1.8015 -0.9328 -1.2031 0.7 -0.8 0.9
C -1.1669 -0.1349 0.8908 -1.4 2.0 -0.6
C 2.4617 -0.0777 -0.4032 1.2 -2.0 0.8
C -1.9006 0.2905 2.1606 1.6 -0.1 -1.2
Br 4.0105 -0.8152 0.6047 -0.8 0.5 -0.8
Br 2.0866 1.6651 0.1416 -0.1 -0.1 -0.4
H -1.1154 0.6515 -2.2250 -0.6 0.1 -1.2
H 0.7301 -0.5073 -2.9471 -0.2 -0.5 -0.3
H -1.2608 1.6046 -0.2403 -0.2 1.1 0.5
H 2.2033 -2.0170 -1.4475 -0.6 2.5 0.8
H -0.9778 -1.1424 0.8150 0.6 -2.4 -0.1
H -1.3829 -0.3069 2.8837 0.1 0.2 1.2
H -2.9503 0.0675 2.2530 -0.4 -0.2 -0.5
H -1.7361 1.3481 2.2732 0.0 0.4 0.5
```
Forces are in eV/Å.

The HOMO energy is -8.621 eV. Its orbital gap is 8.98 eV. The value obtained for the energy relative to the best compared isomer or geometry (same formula, charge and spin) is 1.060 eV. As for the LUMO energy: 0.36 eV.

---

Entry 7:
A structure of composition H24HeKrO12 in a non-equilibrium geometry. Source: the OMol25 dataset; level of theory: wB97M-V/def2-TZVPD.

```
38
Properties=species:S:1:pos:R:3:forces:R:3
He -3.6146 1.7187 -1.9490 0.0 0.0 0.0
Kr -0.3690 -0.1585 -0.6655 0.2 0.1 0.0
O -1.3936 3.4281 0.5746 -0.6 -0.2 -0.1
H -0.4490 3.2835 0.5182 0.8 -0.2 -0.1
H -1.4875 4.1700 1.1721 -0.1 0.2 0.2
O -2.0730 1.0372 2.1461 -0.2 -0.5 0.2
H -2.9812 0.9674 2.4403 -0.3 -0.1 0.2
H -2.1022 1.6644 1.4237 0.3 0.6 -0.5
O -0.1848 -3.2087 -3.1149 0.1 0.2 0.1
H 0.3754 -3.8709 -2.7100 0.0 -0.4 0.2
H -0.9289 -3.7023 -3.4599 -0.2 0.0 -0.2
O -4.2271 -0.9268 -0.7659 -0.6 0.3 -0.3
H -3.8659 -0.8854 -1.6514 0.0 0.0 -0.2
H -3.5093 -1.2634 -0.2295 0.5 -0.4 0.4
O 0.7049 1.3163 -3.1966 0.4 0.2 -0.2
H -0.0509 0.7295 -3.1716 -0.1 -0.2 0.0
H 0.3406 2.1844 -3.0232 -0.2 0.2 -0.1
O -2.2358 -1.9760 0.8616 -0.4 -0.2 0.1
H -1.8365 -1.2207 1.2932 0.1 0.3 0.3
H -1.5200 -2.6044 0.7667 0.3 -0.2 0.1
O 1.4905 3.0604 -0.2690 -0.4 0.5 0.3
H 1.9790 2.2454 -0.3851 0.2 -0.6 0.0
H 1.2270 3.3105 -1.1545 0.0 0.1 -0.2
O 3.0126 0.4118 -0.0659 0.1 0.4 0.1
H 2.9419 -0.2183 -0.7829 -0.3 -0.4 -0.4
H 3.9305 0.6831 -0.0745 0.4 0.1 0.0
O 0.7515 -2.6092 2.3551 0.2 -1.0 -0.7
H 0.5197 -1.6893 2.4830 -0.2 0.8 0.5
H 0.5055 -3.0351 3.1762 -0.1 0.0 0.2
O 2.3422 1.3476 2.4685 -0.2 0.3 0.4
H 3.1008 1.0439 2.9669 0.1 -0.1 0.2
H 2.5338 1.0988 1.5643 -0.1 -0.3 -0.5
O 2.3587 -1.8931 -2.9662 0.4 0.3 0.3
H 3.0257 -2.5787 -2.9309 0.3 -0.1 0.0
H 1.5269 -2.3660 -2.9399 -0.4 0.2 -0.2
O 0.0947 -0.1325 3.3440 0.0 -0.8 0.3
H -0.7142 0.2041 2.9585 -0.5 0.4 -0.1
H 0.7817 0.4343 2.9933 0.7 0.5 -0.1
```
Forces are in eV/Å.

The HOMO energy is -10.637 eV. Its orbital gap is 10.67 eV. The value obtained for the energy relative to the best compared isomer or geometry (same formula, charge and spin) is 0.341 eV. As for the LUMO energy: 0.04 eV.

---

Entry 8:
A cluster of 2 separate species, C11H16BrClN4O4P in total in a non-equilibrium geometry. Source: the OMol25 dataset; level of theory: wB97M-V/def2-TZVPD.

```
38
Properties=species:S:1:pos:R:3:forces:R:3
N 1.2098 -1.3279 5.5810 -1.5 1.7 -0.9
P 1.3590 0.2546 4.6964 1.6 0.3 0.9
O 0.5053 1.5254 5.5694 0.6 -2.9 -0.1
C 0.5716 -0.0964 2.9917 -5.0 -1.6 -2.6
C -0.9145 -0.7343 2.7232 3.9 1.9 -1.7
C -2.1071 -1.2390 3.7284 -0.1 0.1 -1.2
C -2.3317 -0.3135 5.0629 -0.5 6.8 0.5
O -2.4566 1.0160 5.1016 0.9 -9.6 -0.7
Cl -2.4746 -1.2504 6.6988 0.3 1.1 -2.5
N -1.0412 -0.8244 1.2183 5.9 2.5 3.7
O -2.1485 -1.3261 0.6219 -0.5 1.8 -1.1
C 0.2601 -0.3170 0.5861 0.0 0.3 1.2
C 0.5008 -0.3156 -1.0685 0.2 -1.3 1.4
C 0.2303 -1.9011 -1.5266 4.6 -3.8 -1.0
O 1.2615 -2.7618 -1.7014 -6.7 6.0 1.2
N 1.2554 0.1623 1.6345 -6.6 -2.9 0.2
Br 2.9828 0.9249 1.3770 -1.6 -0.7 0.1
H 0.3035 -1.3794 6.0961 0.8 -0.4 -0.6
H 1.3439 -2.1286 4.9233 -0.3 0.9 0.8
H 0.6407 1.3768 6.5543 -0.2 0.2 -1.6
H -3.1207 -1.1760 3.1024 2.2 0.0 1.4
H -1.9315 -2.3786 3.9356 -0.3 2.3 0.0
H -2.6696 -0.5097 0.3026 0.8 -1.6 0.5
H 1.6398 -0.0910 -1.2870 -2.5 -0.4 0.6
H -0.2366 0.4391 -1.5807 1.4 -1.5 1.0
H -0.8893 -2.2761 -1.6979 2.4 0.9 0.4
C 0.6017 2.3926 -6.2732 0.0 0.1 -0.1
C 1.4650 1.6434 -5.2631 0.1 0.5 -0.2
C 0.8500 0.3124 -4.8262 -0.9 0.4 0.4
C -0.4964 0.5610 -4.1660 -7.5 1.1 3.6
N -1.6134 0.7672 -3.6184 8.8 -1.6 -4.1
H -0.3713 2.6637 -5.8512 0.1 -0.1 0.0
H 1.0933 3.3219 -6.5779 -0.1 -0.2 0.0
H 0.4320 1.7863 -7.1704 0.0 0.1 0.1
H 1.6238 2.2850 -4.3877 0.0 -0.2 -0.1
H 2.4487 1.4548 -5.7070 -0.1 -0.1 0.2
H 1.5119 -0.1914 -4.1140 -0.3 -0.1 0.0
H 0.7121 -0.3492 -5.6882 -0.2 0.1 0.2
```
Forces are in eV/Å.

The HOMO energy is -11.878 eV. The charge is +1. Its orbital gap is 6.96 eV. The value obtained for the energy relative to the best compared isomer or geometry (same formula, charge and spin) is 9.418 eV. As for the LUMO energy: -4.92 eV.

---

Entry 9:
A cluster of 2 separate species, C4H6N2O in total in a non-equilibrium geometry. Source: the OMol25 dataset; level of theory: wB97M-V/def2-TZVPD.

```
13
Properties=species:S:1:pos:R:3:forces:R:3
C 0.4443 -0.9096 0.5547 -1.4 1.1 -0.7
C 0.4356 0.6913 0.3598 2.0 -2.9 8.9
C -0.8082 1.1559 -0.1315 -2.6 6.2 1.1
C -1.9422 0.3130 -0.1762 -4.2 -12.8 -1.2
H 1.7124 -1.6037 -0.7716 -5.7 1.5 -1.5
H -0.4204 -1.5377 1.0519 1.2 2.0 -0.9
H 1.3338 -1.1501 1.1121 0.5 -0.4 -0.1
H 0.9169 1.2584 1.3064 -0.8 -1.0 -2.4
H 0.7825 0.4495 -1.5532 -2.0 0.8 0.5
H -0.8664 2.3185 0.2610 -1.3 -2.9 -1.2
N 0.3691 1.1383 -0.8779 3.3 1.7 -4.8
N -2.4183 -0.9313 -0.2611 3.7 11.9 0.8
O 0.4608 -1.1926 -0.8744 7.1 -5.2 1.5
```
Forces are in eV/Å.

The HOMO energy is -9.412 eV. Its orbital gap is 9.25 eV. The value obtained for the energy relative to the best compared isomer or geometry (same formula, charge and spin) is 8.494 eV. As for the LUMO energy: -0.17 eV.

---

Entry 10:
The molecule CH2FNOS in a non-equilibrium geometry. Source: the OMol25 dataset; level of theory: wB97M-V/def2-TZVPD.

```
7
Properties=species:S:1:pos:R:3:forces:R:3
C -0.7057 0.2826 1.9720 -2.3 1.2 0.2
N -0.0761 0.3060 0.8028 -2.6 6.2 -0.5
O -0.9256 -0.6328 2.6789 0.3 -0.4 0.7
F -1.2699 1.5559 2.2252 0.7 -1.0 0.1
S 0.9019 -0.9029 0.1786 5.8 -2.6 -1.6
H -0.0721 1.2747 0.2843 0.3 -2.1 1.4
H 0.0324 -1.6735 -0.3350 -2.2 -1.3 -0.3
```
Forces are in eV/Å.

The HOMO energy (spin up / spin down) is -5.565 / -11.032 eV. As for the spin multiplicity: 3. Its orbital gap (spin up / spin down) is 6.08 / 7.43 eV. The value obtained for the energy relative to the best compared isomer or geometry (same formula, charge and spin) is 0.429 eV. As for the expectation value of S²: 2.0044. As for the LUMO energy (spin up / spin down): 0.52 / -3.60 eV.

---

Entry 11:
The molecule C4H6N2O2 in a non-equilibrium geometry. Source: the OMol25 dataset; level of theory: wB97M-V/def2-TZVPD.

```
14
Properties=species:S:1:pos:R:3:forces:R:3
H 2.3589 -0.5915 -1.5430 1.0 -1.0 0.3
N 1.5324 -0.0577 -1.4442 -4.4 0.4 5.3
C 0.8520 -0.3332 -0.2907 0.7 3.1 -5.6
C 0.8996 -1.4004 0.6738 -1.4 -3.2 1.3
N -0.4760 0.6125 -0.1235 1.6 0.6 1.4
C -0.5528 2.0528 -0.4060 -1.5 0.7 -2.2
O -1.6761 2.4777 -0.8409 5.1 -1.3 2.5
C -1.5976 0.0503 0.4930 -0.5 -4.1 -5.1
O -1.8064 -1.2264 -0.0422 -0.4 6.6 4.7
H 1.8088 -2.3209 0.3461 -3.1 3.1 1.5
H 0.7266 -1.0366 1.7774 1.5 -0.6 -1.9
H -0.3618 -1.7861 0.6380 3.8 0.2 -0.6
H 0.5345 2.7076 -0.3554 -3.2 -1.9 -0.1
H -2.2421 0.8518 1.1177 1.0 -2.5 -1.3
```
Forces are in eV/Å.

The HOMO energy is -10.168 eV. Its orbital gap is 9.45 eV. The value obtained for the energy relative to the best compared isomer or geometry (same formula, charge and spin) is 6.325 eV. As for the LUMO energy: -0.71 eV.

---

Entry 12:
The molecule C4H8N2O in a non-equilibrium geometry. Source: the OMol25 dataset; level of theory: wB97M-V/def2-TZVPD.

```
15
Properties=species:S:1:pos:R:3:forces:R:3
H -1.7758 2.3289 -0.2355 0.5 0.2 -0.1
N -1.1695 2.3892 0.5911 0.2 -1.3 0.7
C -0.4597 1.3205 0.7046 0.1 0.2 0.0
C -0.1619 0.3484 -0.3743 0.6 -0.2 1.8
N -0.3688 0.7788 -1.6834 0.0 0.0 -0.6
C 0.4414 -0.8147 -0.0208 -0.8 -0.2 -0.9
C 0.5146 -1.4792 1.3241 0.3 0.3 0.1
O 0.8950 -1.6707 -1.0179 -0.5 0.4 -0.2
H 0.1312 1.0780 1.6355 -0.8 0.8 -0.8
H -0.3707 1.7968 -1.7484 0.1 -0.4 -0.1
H 0.2827 0.3664 -2.3478 -0.2 0.5 0.1
H 0.0538 -2.4720 1.2795 0.1 0.2 -0.2
H 0.0049 -0.9277 2.1156 0.1 0.0 -0.2
H 1.5619 -1.6069 1.6145 -0.1 -0.1 0.0
H 0.4210 -1.4358 -1.8367 0.4 -0.4 0.4
```
Forces are in eV/Å.

The HOMO energy is -8.103 eV. Its orbital gap is 8.73 eV. The value obtained for the energy relative to the best compared isomer or geometry (same formula, charge and spin) is 2.151 eV. As for the LUMO energy: 0.63 eV.